Below is a structure of composition C6H7N, with properties calculated with ωB97M-V/def2-TZVPD.

Calculated values
- HOMO-LUMO gap (alpha / beta) (eV) = 7.352 / 5.782
- HOMO level (alpha / beta) (eV) = -8.21 / -7.41
- E_tot (a.u.) = -287.0932

Structure (ORCA input):
```
! wB97M-V def2-TZVPD RIJCOSX def2/J DEFGRID3
* xyz 0 1
N -3.09609 1.17111 -1.19803
C -2.06008 0.89684 -0.76195
C -0.79180 0.45099 -0.30861
C 0.35376 0.01514 -1.27457
C 1.52816 -0.57124 -0.29972
C 0.94835 -0.60130 1.13811
C -0.72396 -0.15507 1.31041
H 0.27769 0.23470 0.31279
H -0.08230 -0.72593 -1.95519
H 1.62296 -0.25904 -1.74827
H 2.43437 0.04535 -0.27536
H 1.55287 -0.16035 1.93177
H -1.27132 -1.10288 1.21576
H -0.69261 0.76168 1.91284
*
```

These are the Mulliken partial charges, in e, on atoms 1 to 5: number 1, N, carries -0.49; number 2, C, carries 0.24; number 3, C, carries 0.13; number 4, C, carries -0.67; number 5, C, carries -0.43